Run a
The following is a DFT calculation (the ωB97M-V functional and the def2-TZVPD basis) of a gas-phase ion, C4H9NO2 (charge +1).

## Properties
HOMO-LUMO gap (alpha / beta)   0.4442 / 0.2576 hartree
Lowest unoccupied orbital energy (alpha / beta)   -3.159 / -8.238 eV

```
! wB97M-V def2-TZVPD RIJCOSX def2/J DEFGRID3
* xyz 1 2
C 0.632 -0.549 -0.289
H 0.396 2.461 -0.270
H -2.080 -0.036 0.457
H -1.314 0.953 -0.941
H 0.531 -0.265 -1.354
C 0.715 1.757 0.607
H 1.756 1.499 0.423
O 0.367 -2.691 -1.168
H 1.718 -0.472 -0.262
C -1.426 0.772 0.130
H 0.433 2.357 1.484
O -0.012 -2.454 1.020
C 0.221 -1.964 -0.051
H -1.752 1.687 0.637
H -0.157 -3.496 -0.964
N -0.028 0.439 0.541
*
```


Run b
The following is a DFT calculation (the ωB97M-V functional and the def2-TZVPD basis) of a gas-phase ion, C4H9NO2 (charge +1).

## Properties
HOMO-LUMO gap (alpha / beta)   0.4029 / 0.2171 hartree
Lowest unoccupied orbital energy (alpha / beta)   -3.930 / -8.970 eV

```
! wB97M-V def2-TZVPD RIJCOSX def2/J DEFGRID3
* xyz 1 2
C -0.360 1.966 1.224
H -1.093 -1.228 0.701
C 0.396 -1.455 -1.307
H 0.786 0.477 -0.521
H 0.901 -1.121 -3.277
H 1.559 -0.893 0.434
H 0.101 2.215 0.281
H -1.266 2.599 1.237
C -0.966 0.651 1.470
C 0.650 -0.548 -0.135
N -0.349 -0.555 0.897
O -1.904 0.409 2.175
O 0.787 -0.695 -2.425
H 1.093 -2.355 -1.337
H 0.253 2.399 2.024
H -0.589 -1.863 -1.440
*
```


Which structure is the most stable? The one labeled run a.


Run a
The following is a DFT calculation (the ωB97M-V functional and the def2-TZVPD basis) of a molecular structure, C24H25Cl2N2O7P2RhS.

## Properties
HOMO-LUMO gap   0.2676 hartree
Lowest unoccupied orbital energy   -1.000 eV

```
! wB97M-V def2-TZVPD RIJCOSX def2/J DEFGRID3
* xyz 0 1
H -0.324 -4.632 1.114
H 0.780 -2.470 -2.637
Rh -0.433 -0.308 0.490
H -4.484 0.473 -1.661
C -6.089 -0.653 -0.789
H -0.386 2.873 2.217
S -2.513 0.781 0.422
N 4.110 -0.937 -0.402
C -0.316 1.549 -3.776
H 2.430 1.945 1.542
Cl -1.538 -2.635 0.909
H -2.728 -0.427 -2.099
C -5.763 -1.363 1.482
N 5.634 -0.511 4.177
O 3.345 -0.392 -1.189
H 0.235 4.884 -3.638
Cl -0.636 -4.465 -1.206
H -0.549 0.774 -4.496
H 0.650 -3.293 0.397
H -6.127 -1.863 2.370
C 0.124 3.861 -3.304
O 0.579 -1.192 4.505
P 0.412 1.818 0.235
H 3.019 -0.542 4.748
H -6.706 -0.602 -1.677
O 5.170 -1.424 -0.735
C 2.173 2.132 0.498
C 0.161 2.237 -1.522
H 0.101 4.081 0.999
H -3.885 -0.799 2.374
C -4.040 -0.108 0.356
C -4.836 -0.058 -0.787
O -0.144 -0.247 2.622
H -0.323 3.091 -5.259
H -2.095 -2.062 -2.319
H -1.942 -0.878 -3.638
H -1.455 3.204 0.849
C 2.173 -0.821 2.814
O 5.357 -0.306 5.342
O 1.445 -1.368 0.616
O 6.769 -0.587 3.740
H 1.858 -1.065 -2.641
C 0.750 -0.778 3.372
C 2.397 -1.022 1.425
C -0.151 1.229 -2.430
H 2.744 1.461 -0.139
H 5.828 -0.777 1.533
H 0.537 4.340 -1.264
C -0.302 -3.813 0.406
C 4.533 -0.675 3.235
P -0.343 -0.493 -1.848
H 2.383 3.169 0.241
C 4.810 -0.805 1.894
C -0.183 2.856 -4.212
C -6.555 -1.305 0.344
H -7.537 -1.760 0.340
C 3.760 -0.929 1.007
C 0.851 -1.405 -2.860
C 3.217 -0.662 3.692
C 0.296 3.551 -1.966
H 0.609 -1.235 -3.908
C -0.414 3.135 1.158
C -1.934 -1.010 -2.556
C -4.510 -0.770 1.491
*
```


Run b
The following is a DFT calculation (the ωB97M-V functional and the def2-TZVPD basis) of a molecular structure, C24H25Cl2N2O7P2RhS.

## Properties
HOMO-LUMO gap   0.2853 hartree
Lowest unoccupied orbital energy   -0.452 eV

```
! wB97M-V def2-TZVPD RIJCOSX def2/J DEFGRID3
* xyz 0 1
C -0.178 2.065 -3.046
H -0.570 1.707 -5.132
H 2.053 -0.037 -2.596
H 2.521 3.502 -0.298
O 3.827 -0.118 -1.212
O -0.332 -0.311 3.799
P -0.315 0.343 -2.475
C 3.733 -0.716 3.298
C -5.470 -1.193 0.256
C 2.049 -0.533 1.057
H -0.380 -3.941 0.454
C -5.394 -1.335 1.633
P 0.371 2.450 -0.382
H 2.660 1.764 -0.704
H 0.274 5.762 -4.073
C -0.315 3.676 0.746
H 5.325 -1.145 1.917
O 1.333 -0.566 -0.028
O 5.766 -1.118 4.283
C 2.150 2.499 -0.081
O 4.790 -1.914 -0.517
C 0.140 3.026 -2.086
C -3.654 0.398 0.316
H -2.581 0.119 -3.213
C 2.386 -0.441 3.457
C -1.660 -0.425 -3.408
H -0.308 3.229 1.741
Rh -0.478 0.426 -0.228
N 4.604 -0.805 4.469
C -0.162 3.770 -4.742
H -4.384 -0.721 3.425
O 4.098 -0.652 5.563
S -2.552 1.474 -0.581
C 4.278 -0.912 2.044
H -6.066 -2.012 2.146
N 4.057 -0.959 -0.357
C -0.324 2.443 -4.377
H -1.433 -0.428 -4.475
H 0.302 4.576 0.736
H 0.670 -2.629 -0.211
H 2.336 2.264 0.969
C 1.540 -0.336 2.366
C 3.441 -0.791 0.961
C 1.182 -0.458 -3.095
C -0.276 -3.155 -0.283
C -3.590 0.263 1.703
H -6.201 -1.755 -0.311
C 0.153 4.726 -3.784
H -4.645 -0.232 -1.478
Cl -1.555 -1.960 0.037
Cl -0.433 -3.858 -1.897
H -1.765 -1.454 -3.065
C 0.307 4.357 -2.458
C -4.599 -0.335 -0.401
O -0.619 0.627 1.817
H 1.265 -0.333 -4.175
C 0.088 -0.015 2.696
H -1.343 3.903 0.478
H 1.970 -0.316 4.446
H 0.548 5.108 -1.715
H 1.138 -1.522 -2.861
C -4.454 -0.609 2.350
H -2.837 0.803 2.255
H -0.284 4.063 -5.777
*
```


Which structure is the most stable? The one labeled run b.


Run a
The following is a DFT calculation (the ωB97M-V functional and the def2-TZVPD basis) of 10 unconnected molecules or ions with the total composition C16H52O10.

## Properties
HOMO-LUMO gap   0.3710 hartree
SMILES   CC(C)O.CC(C)O.CC(C)O.CO.CO.CO.CO.CO.CO.CO
Lowest unoccupied orbital energy   0.185 eV

```
! wB97M-V def2-TZVPD RIJCOSX def2/J DEFGRID3
* xyz 0 1
H 0.312 -0.088 -5.617
H 2.108 -0.946 3.593
O -0.411 -2.901 -1.251
H 1.768 -2.670 1.842
H 3.187 -4.558 2.976
H -1.097 4.444 0.106
H -0.381 0.069 0.687
H -2.351 -2.957 -1.974
H -0.027 -1.539 4.151
O 2.821 -5.070 -0.270
O -0.353 -0.053 -1.398
O -1.352 4.301 1.028
H -3.176 -4.222 0.145
H -3.151 2.214 -1.672
H 4.623 4.455 1.673
C -2.312 -3.555 0.105
C 2.755 4.864 1.186
C -0.003 -0.212 -4.580
H -1.187 0.440 -1.391
H -1.209 -4.940 -2.876
C 2.376 -4.560 0.995
H -0.585 5.279 -2.201
H -1.436 2.230 0.808
C 0.218 3.537 -2.526
H 2.158 -4.851 -0.932
H 1.372 -4.952 1.210
O 4.186 4.940 0.967
C 2.279 3.421 1.123
O -3.394 -1.280 3.006
H -2.080 0.342 2.967
H -1.569 -3.912 0.820
H -2.306 -0.544 1.438
C -2.802 -0.183 2.335
H 0.351 2.621 -1.956
H -3.291 -0.569 -1.824
O 0.201 -0.640 4.404
O 1.118 -0.597 -3.834
H 3.139 -6.165 2.186
H 1.216 3.915 -2.765
H 4.348 -4.943 1.722
H 2.442 5.370 -0.873
C 2.136 5.716 0.116
H 1.049 5.716 0.165
H 2.374 3.053 0.100
H -3.569 0.549 2.046
H 1.004 -0.728 -0.033
H -2.380 2.950 2.124
H -4.626 0.606 -1.742
H -0.316 3.326 -3.452
H 0.959 -0.082 2.542
H -0.798 -0.978 -4.585
O -0.514 4.458 -1.707
H 3.316 -2.608 0.960
H -3.625 -1.006 3.898
H 1.781 -2.722 0.078
H -2.417 -5.516 -1.727
C 0.327 0.115 -0.143
C -1.502 -4.932 -1.824
H -2.977 3.107 0.482
C -3.657 0.390 -2.186
H -0.702 -5.423 -1.268
H -3.748 0.325 -3.271
O -2.684 1.390 -1.829
H -2.636 -2.567 0.440
C -2.064 3.083 1.088
C 1.285 -0.228 3.578
H -0.549 -1.965 -1.450
H 1.644 0.723 3.961
H 2.884 2.777 1.769
H 2.484 6.747 0.209
C 3.315 -5.103 2.038
H 0.885 -0.536 -2.900
H 2.570 5.281 2.181
H 1.245 3.347 1.467
H -0.463 0.714 -4.220
H 0.861 1.062 -0.113
C -1.709 -3.529 -1.298
C 2.315 -3.046 0.973
*
```


Run b
The following is a DFT calculation (the ωB97M-V functional and the def2-TZVPD basis) of 10 unconnected molecules or ions with the total composition C16H52O10.

## Properties
HOMO-LUMO gap   0.3728 hartree
SMILES   CC(C)O.CC(C)O.CC(C)O.CO.CO.CO.CO.CO.CO.CO
Lowest unoccupied orbital energy   0.174 eV

```
! wB97M-V def2-TZVPD RIJCOSX def2/J DEFGRID3
* xyz 0 1
H -6.847 -0.707 -3.181
H 2.871 5.910 3.100
C 0.293 0.628 1.776
H -2.159 -9.673 2.208
H 5.496 -3.906 5.860
C 2.287 8.629 5.159
H -0.593 0.990 2.297
O -2.466 -8.764 2.219
H 5.528 -3.426 4.262
C -6.638 -1.565 -3.820
O 0.088 1.957 -0.068
H -3.600 4.323 -5.235
H 4.460 -0.022 8.585
C -0.977 -0.184 -0.203
C -8.631 -2.956 -3.441
C 6.202 -3.785 5.039
H 0.274 -5.234 -4.627
O -3.700 4.105 -3.110
H 1.612 -0.408 -5.351
H 3.558 3.786 -5.340
H -0.682 2.074 -0.629
H 1.137 1.284 1.986
O 4.777 0.924 6.808
H 2.602 5.485 5.830
H -5.557 -1.441 -3.894
H -4.343 5.530 -4.321
H -9.093 -3.687 -2.778
H 1.609 8.962 5.945
H 5.396 3.911 -3.608
H -1.738 -6.800 2.362
C 3.878 0.450 7.793
H 0.793 -6.428 -2.926
H 0.615 -0.319 2.210
C 3.259 6.739 3.692
O 1.124 -1.131 -5.753
C 0.581 -0.770 -7.006
H -9.057 -3.358 -4.360
H -0.609 -8.092 1.797
H 3.131 -0.243 7.407
C 2.341 7.089 4.808
O 2.813 6.408 5.986
H 4.261 6.497 4.046
H -7.180 -1.226 -4.702
C 4.325 3.710 -3.573
H 3.351 7.471 2.890
C -1.390 -7.823 2.508
H -4.393 4.319 -2.481
H 4.107 4.085 -2.573
H -0.206 -1.458 -7.314
H -0.757 -0.557 -1.204
C -7.090 -2.954 -3.406
H 1.876 9.131 4.283
O 3.367 4.273 -4.536
H 4.200 2.628 -3.524
H 0.225 0.259 -6.958
H 5.381 0.227 6.540
H -1.901 0.352 0.016
H -9.103 -1.974 -3.418
H 3.476 1.316 8.318
C 0.030 -6.868 -3.568
H -1.102 -7.995 3.545
H 1.348 6.731 4.535
O -0.372 -5.944 -4.587
O -6.622 -3.952 -4.294
H -1.078 -1.124 0.339
H 0.389 -7.784 -4.039
H 1.149 0.190 0.071
C 0.176 0.632 0.282
H 6.563 -4.806 4.915
H 3.231 9.091 5.449
H -5.673 -3.855 -4.395
O 7.212 -2.840 5.354
H 7.758 -3.201 6.056
H -0.765 -7.244 -2.923
H -6.704 -3.357 -2.469
H -5.213 3.975 -4.514
C -4.242 4.446 -4.363
H 1.335 -0.654 -7.786
*
```


Which structure is the most stable? The one labeled run a.


Run a
The following is a DFT calculation (the ωB97M-V functional and the def2-TZVPD basis) of a gas-phase ion, C10H17N2S (charge +1).

## Properties
HOMO-LUMO gap   0.3025 hartree
SMILES   C[C@@H]1[C@H]2C[N@@H+](C)[C@@H]3[C@H](C=S)N(C)[C@]123
Lowest unoccupied orbital energy   -4.214 eV

```
! wB97M-V def2-TZVPD RIJCOSX def2/J DEFGRID3
* xyz 1 1
H 0.952 1.047 -1.933
H -1.379 0.750 -2.940
H -0.739 0.094 1.797
C 1.523 0.929 2.581
C -0.048 -0.186 1.001
N 1.259 0.506 1.202
H 0.914 2.522 0.657
H -2.832 1.269 -2.073
C 0.478 1.159 -0.972
C -1.022 1.396 -0.926
C 1.323 1.618 0.198
H 2.505 1.397 2.643
S 2.699 -2.033 0.717
H 0.769 1.641 2.914
H -1.394 2.072 -0.162
C -1.775 1.468 -2.227
H 1.991 -0.234 0.950
H -1.903 -1.576 -2.254
H 2.360 1.799 -0.082
C -0.077 -1.690 0.628
N -0.470 -1.412 -0.786
C 1.157 -2.521 0.593
H -2.558 -1.816 -0.615
H 1.512 0.062 3.240
H -1.674 2.466 -2.649
C -0.453 0.123 -0.421
C -1.695 -1.992 -1.271
H 0.974 -3.569 0.377
H -0.856 -2.223 1.192
H -1.544 -3.065 -1.380
*
```


Run b
The following is a DFT calculation (the ωB97M-V functional and the def2-TZVPD basis) of a molecular structure, C10H17N2S.

## Properties
HOMO-LUMO gap   0.2881 hartree
Lowest unoccupied orbital energy   -4.787 eV

```
! wB97M-V def2-TZVPD RIJCOSX def2/J DEFGRID3
* xyz 1 1
N 0.782 -0.617 -0.143
H 4.169 -1.677 -0.857
C 3.102 -1.539 -0.759
C 2.976 -0.538 1.553
C -2.599 0.119 0.887
H 3.047 -1.659 1.620
H 3.940 -0.043 1.796
C -0.139 0.137 0.456
H 2.127 0.023 2.001
H -2.024 -2.135 -0.732
H 2.861 -2.536 -0.220
H -2.187 0.535 1.807
S 2.051 2.284 -0.066
C -3.507 1.084 0.045
H -2.042 2.754 -0.464
H 3.673 1.166 -1.281
H -2.154 1.515 -1.728
H -3.393 2.546 -1.433
H 0.042 1.136 0.948
N -1.384 -0.344 0.184
C -2.642 1.975 -0.910
H 2.643 -1.636 -1.698
H -4.111 1.753 0.761
C 0.111 -1.619 -0.799
H 0.476 -2.505 -1.247
H -4.135 0.557 -0.619
C 2.689 -0.404 0.013
H -3.376 -0.705 1.031
C -1.246 -1.486 -0.503
C 2.914 0.926 -0.501
*
```


Which structure is the most stable? The one labeled run a.